(1)
Formula: C2H5O4P
Source: OMol25
Level of theory: ωB97M-V/def2-TZVPD

Geometry as XYZ:
```
12
Properties=species:S:1:pos:R:3
C -0.07 -1.02 1.46
C -0.15 0.31 1.32
O -0.86 0.87 0.27
P -0.17 0.78 -1.19
O -0.82 1.72 -2.09
O -0.26 -0.74 -1.65
O 1.37 1.07 -1.00
H -0.95 -1.63 1.28
H 0.86 -1.52 1.71
H 0.22 1.02 2.05
H -1.06 -1.14 -1.29
H 1.90 0.28 -0.87
```

F_max	0.0288	Eh/bohr
molar mass	124.0	Da
multiplicity	1
SMILES string	C=COP(=O)(O)O
ΔE to the lowest compared entry with this formula, charge and spin	0.000	eV

***

(2)
Formula: C19H44Cl2O2P2Pt
Source: OMol25
Level of theory: ωB97M-V/def2-TZVPD

Geometry as XYZ:
```
70
Properties=species:S:1:pos:R:3
Pt 0.18 0.12 0.17
Cl 1.79 -0.57 -1.39
P -0.11 2.05 -1.23
C 0.02 1.74 -3.08
C -1.61 3.15 -1.06
C 1.39 3.07 -0.87
C -0.59 0.45 -3.61
H 1.11 1.65 -3.19
C -0.51 2.89 -3.93
H -1.61 2.85 -4.00
H -0.10 2.75 -4.94
H -0.20 3.89 -3.59
H 0.04 -0.40 -3.33
H -0.75 0.46 -4.70
H -1.57 0.27 -3.15
H 2.19 2.38 -1.20
C 1.62 3.35 0.62
C 1.50 4.36 -1.69
H 1.75 4.18 -2.74
H 2.31 4.98 -1.28
H 0.58 4.97 -1.65
H 1.07 2.68 1.30
H 1.35 4.38 0.89
H 2.68 3.21 0.85
C -2.91 2.39 -1.28
H -1.50 3.89 -1.86
C -1.69 3.88 0.28
H -3.00 2.03 -2.32
H -3.79 3.01 -1.07
H -2.98 1.56 -0.58
H -1.51 3.21 1.13
H -2.72 4.27 0.40
H -1.01 4.74 0.33
Cl -1.35 0.78 1.73
H 1.33 0.73 1.07
P 0.59 -2.03 1.18
C 2.40 -2.31 1.48
C -0.19 -2.41 2.82
C 0.18 -3.42 -0.01
C 3.20 -1.04 1.82
H 2.73 -2.65 0.49
C 2.72 -3.39 2.51
H 2.63 -3.00 3.54
H 3.77 -3.69 2.37
H 2.12 -4.30 2.42
H 3.32 -0.41 0.93
H 4.20 -1.29 2.20
H 2.70 -0.43 2.59
H 0.85 -3.13 -0.85
C -1.26 -3.41 -0.51
C 0.49 -4.83 0.48
H 1.56 -5.04 0.51
H 0.02 -5.52 -0.23
H 0.02 -5.02 1.46
H -1.75 -2.53 -0.13
H -1.87 -4.27 -0.19
H -1.26 -3.37 -1.61
C 0.15 -1.32 3.85
H 0.27 -3.35 3.15
C -1.70 -2.66 2.76
H 1.15 -1.45 4.28
H -0.57 -1.35 4.69
H 0.07 -0.31 3.43
H -2.23 -1.83 2.28
H -2.08 -2.76 3.78
H -1.96 -3.59 2.23
O -3.59 -0.77 -0.11
C -2.96 -0.83 -1.19
O -1.70 -0.64 -1.33
H -3.42 -1.03 -2.16
```

F_max	0.0425	Eh/bohr
DFT total energy	-2623.06288	Eh
molar mass	632.5	Da
multiplicity	5
⟨S²⟩	6.02